(1)
Formula: C15H19BF5NO6S2
Source: the Open Molecules 2025 dataset
Level of theory: the ωB97M-V functional and the def2-TZVPD basis

The value obtained for the calculated total energy is -2409.1566 hartree. The energy relative to the best compared isomer or geometry (same formula, charge and spin) comes out at 1552.85 kJ/mol. The value obtained for the HOMO energy is -0.34497 Eh. The calculation puts the LUMO energy at -0.0284 Ha. Its charge is 0.

```
49
C15H19BF5NO6S2, DFT the ωB97M-V functional and the def2-TZVPD basis
C 4.8829 -0.3938 0.6479
C 4.4473 0.5194 -0.6621
B 2.9003 1.1375 -0.4653
O 2.7953 2.6122 -0.5140
C 1.6772 0.0735 -0.2079
C 0.5164 0.0297 -1.3610
C 0.3675 1.4067 -2.2520
C -0.9104 1.3581 -3.3307
C -0.9263 -0.5026 -0.7170
C -0.8120 -2.0712 -0.1409
C 0.4316 -3.0768 -0.4417
C 0.5901 -4.6343 0.0989
C -0.7521 -5.0967 0.9862
C -1.9086 -3.9583 1.1375
N -1.9770 -2.5515 0.6595
C -1.5385 0.5275 0.4266
S -3.0411 1.4983 -0.1261
O -3.9689 0.7721 -1.1277
O -2.4930 2.8774 -0.6648
C -4.1652 1.9896 1.3399
F -5.2573 1.0194 1.5839
F -4.8250 3.2703 0.8839
C -3.3273 2.3760 2.6949
F -2.8468 1.1671 3.4632
F -2.2538 3.3924 2.4911
F -4.3232 3.0339 3.6215
O -0.5379 1.5466 0.8832
S 0.8222 0.6586 1.3980
O 1.7383 1.6776 2.1789
O 0.5242 -0.4946 2.3843
H 4.9585 -1.5065 0.2547
H 4.0039 -0.2618 1.4437
H 5.8686 0.0102 1.1341
H 5.2023 1.4398 -0.6837
H 4.5796 -0.0402 -1.6819
H 3.1004 3.0238 0.3660
H 2.1635 -0.9563 0.0588
H 0.8216 -0.8185 -2.1441
H 0.2322 2.3864 -1.5978
H 1.3101 1.6211 -2.9538
H -1.7778 2.0894 -3.0457
H -0.5198 1.7205 -4.3990
H -1.2526 0.2387 -3.4947
H -1.7821 -0.5822 -1.5463
H 1.3339 -2.6495 -1.0857
H 1.5110 -5.3276 -0.1036
H -0.8501 -6.1896 1.4380
H -2.8722 -4.3276 1.7430
H -1.8598 -0.0343 1.4298
```

(2)
Formula: C27H45F6N3O9Y
Source: the Open Molecules 2025 dataset
Level of theory: the ωB97M-V functional and the def2-TZVPD basis

The value obtained for the calculated total energy is -2534.6653 hartree. The value obtained for the HOMO energy is -0.38840 Eh. The calculation puts the LUMO energy at -0.0692 Ha. Its charge is +1.

```
91
C27H45F6N3O9Y, DFT the ωB97M-V functional and the def2-TZVPD basis
Y -0.8494 -0.1206 -0.4727
C -3.1038 -0.2741 1.8361
O -1.7357 0.2728 2.0375
O -2.8351 -0.7746 0.5319
C -3.7654 -1.2161 2.9275
F -4.7650 -1.9272 2.3874
F -2.8281 -2.0971 3.4486
F -4.2015 -0.5538 4.0395
C -1.4203 0.8829 3.3129
C -0.3452 0.1513 4.0149
H 0.0064 -0.6287 3.3396
H 0.4746 0.7378 4.4297
H -0.8001 -0.3991 4.8385
H -2.2287 1.0416 4.0267
H -1.0546 1.8128 2.8773
H -3.7328 0.6129 1.7609
C -1.4980 0.9551 -3.4547
O -2.3922 0.2305 -2.5487
O -0.4398 0.8450 -2.6231
C -1.4652 0.3722 -4.9214
F -2.4436 0.9482 -5.6868
F -0.2936 0.4639 -5.5451
F -1.7153 -0.9033 -4.8743
C -3.8694 0.1305 -2.8415
C -4.5038 1.4935 -2.5401
H -4.0975 2.3138 -3.1318
H -5.5169 1.4358 -2.9382
H -4.5061 1.6300 -1.4587
H -4.3378 -0.6299 -2.2166
H -4.0452 -0.2440 -3.8499
H -1.7778 2.0073 -3.4034
O -0.9888 -2.1061 -1.8911
C -1.2014 -3.0339 -2.7209
O -0.3319 -3.5985 -3.5682
C 1.0178 -3.0876 -3.6644
C 1.6408 -3.5393 -5.0349
C -2.6690 -3.5678 -2.8401
H 1.6974 -3.3653 -2.8587
H 0.9222 -2.0020 -3.6419
H 0.8491 -3.7506 -5.7537
H 2.0560 -4.5440 -4.9555
H 2.4656 -2.8862 -5.3201
H -3.2114 -3.3452 -1.9212
H -2.5016 -4.6287 -3.0260
H -3.2485 -3.0632 -3.6131
C -0.1878 5.6260 0.8743
C -1.7178 5.6285 0.7085
C -2.6514 4.4579 1.1199
C -2.2376 3.2531 0.4070
N -1.8712 2.2970 -0.1092
H 0.2699 4.8853 0.2186
H 0.1208 5.4547 1.9056
H 0.2941 6.5632 0.5962
H -1.9976 5.9529 -0.2938
H -2.0715 6.4076 1.3838
H -3.7062 4.5747 0.8712
H -2.4094 4.2003 2.1510
C 3.2299 -3.4119 3.1459
C 1.9005 -3.5029 3.8025
C 0.7537 -3.7712 2.7673
C 0.3531 -2.6339 1.8819
N 0.0646 -1.7974 1.1791
H 3.2852 -2.4405 2.6546
H 3.3712 -4.2418 2.4536
H 3.9332 -3.5129 3.9725
H 1.6472 -2.6058 4.3674
H 1.9113 -4.1343 4.6910
H -0.1866 -4.0700 3.2306
H 1.0257 -4.6606 2.1989
C 3.5693 0.3662 2.7653
C 3.7627 1.9307 2.3478
C 2.4466 2.7245 2.2563
C 1.4293 1.9977 1.3933
N 0.6695 1.3894 0.7523
H 4.4729 -0.2414 2.7153
H 2.8840 -0.2658 2.2004
H 3.1714 0.3862 3.7798
H 4.3962 2.0910 1.4754
H 4.3456 2.3986 3.1411
H 2.6001 3.6951 1.7846
H 1.9495 2.7854 3.2245
C 4.7671 0.4885 -1.0962
C 4.6158 -0.1707 -2.4412
O 3.3420 -0.7648 -2.4091
C 2.6224 -0.3730 -1.3790
O 1.4747 -0.6710 -1.0862
O 3.4253 0.4609 -0.6510
H 5.1513 1.4957 -1.2574
H 5.4291 0.0125 -0.3728
H 5.3655 -0.9372 -2.6371
H 4.5776 0.6331 -3.1765
```